No. 1
FeN4O12 | the ωB97M-V functional and the def2-TZVPD basis

Results
**E_LUMO (spin up / spin down)**: 1.918 / -0.850 eV
**Largest force on an atom**: 5.9 eV Å⁻¹
**Relative energy (zero: lowest compared OMol25 entry of this formula, charge and spin)**: 1051.5 kJ/mol
**2S+1**: 5
**Charge**: -2
**HOMO-LUMO gap (spin up / spin down)**: 4.36 / 1.59 eV
**⟨S²⟩**: 6.022

Last column: Löwdin spin population.
Cartesian coordinates (Å):
Fe -0.207 -0.771 -1.531  3.00
N -1.117 3.377 1.850  0.00
O -1.374 2.667 0.867  0.00
O -1.997 3.292 2.655  0.00
O -0.016 3.797 2.095  0.00
N -2.992 -4.196 -2.679  0.00
O -3.082 -2.960 -2.904  0.00
O -1.988 -4.390 -2.043  0.00
O -3.853 -5.054 -2.799  0.00
N 0.876 -1.135 4.231  -0.05
O 0.749 -1.336 3.047  0.38
O -0.126 -1.077 4.914  0.33
O 1.948 -0.713 4.646  0.33
N 3.337 2.127 -3.130  0.00
O 3.905 3.155 -3.533  0.00
O 2.425 1.520 -3.664  0.00
O 3.512 1.697 -2.023  0.00


No. 2
CH2FNO3S | the ωB97M-V functional and the def2-TZVPD basis

Results
**E_LUMO**: 0.252 eV
**Largest force on an atom**: 4.5 eV Å⁻¹
**Relative energy (zero: lowest compared OMol25 entry of this formula, charge and spin)**: 148.3 kJ/mol
**SMILES**: O=CN=[S@](=O)(O)F
**Charge**: 0
**HOMO-LUMO gap**: 11.09 eV

Last column: natural (NBO) charge in e.
Cartesian coordinates (Å):
O -1.644 -0.822 0.554  -0.58
C -1.002 -0.091 1.265  0.51
N 0.094 0.674 0.747  -0.93
S 0.271 0.410 -0.771  2.48
O -0.525 0.749 -1.866  -0.82
O 0.985 -0.930 -1.077  -0.84
F 1.651 1.292 -0.943  -0.49
H -1.226 -0.019 2.373  0.16
H 1.396 -1.262 -0.282  0.52


No. 3
C3H3FNiO3 | the ωB97M-V functional and the def2-TZVPD basis

Results
**E_LUMO (spin up / spin down)**: -5.869 / -6.494 eV
**Largest force on an atom**: 5.3 eV Å⁻¹
**2S+1**: 4
**Charge**: +1
**HOMO-LUMO gap (spin up / spin down)**: 5.70 / 10.38 eV
**⟨S²⟩**: 3.756

Last column: Löwdin spin population.
Cartesian coordinates (Å):
C 1.105 -0.064 0.513  0.07
C 0.683 0.946 -0.511  0.02
O -0.757 0.917 -0.573  0.04
C -1.230 -0.335 -0.538  0.13
O -2.459 -0.530 -0.252  0.19
O -0.355 -1.169 0.129  0.14
Ni -1.925 -2.032 0.768  2.38
F 0.914 0.350 1.791  0.02
H 1.980 -0.703 0.388  0.00
H 1.081 0.654 -1.492  0.00
H 0.964 1.965 -0.225  0.00


No. 4
C3H8N2 | the ωB97M-V functional and the def2-TZVPD basis

Results
**E_LUMO**: 0.951 eV
**Largest force on an atom**: 2.7 eV Å⁻¹
**Relative energy (zero: lowest compared OMol25 entry of this formula, charge and spin)**: 362.0 kJ/mol
**SMILES**: [H]/N=C/N.C=C
**Charge**: 0
**HOMO-LUMO gap**: 9.83 eV

Last column: natural (NBO) charge in e.
Cartesian coordinates (Å):
H 0.741 2.342 2.584  0.36
N 0.654 1.392 2.120  -0.77
C 1.651 1.106 1.347  0.29
N 1.451 0.241 0.323  -0.85
H 2.739 1.460 1.436  0.15
H 0.450 -0.142 0.470  0.41
H 1.912 0.269 -0.634  0.42
C -1.514 -1.790 -2.172  -0.39
C -2.371 -1.009 -1.503  -0.40
H -0.899 -2.610 -1.819  0.21
H -1.161 -1.370 -3.130  0.18
H -2.893 -1.355 -0.595  0.19
H -2.223 0.136 -1.447  0.21


No. 5
C16H47FN2O19P4S | the ωB97M-V functional and the def2-TZVPD basis

Results
**E_LUMO**: -3.323 eV
**Largest force on an atom**: 10.0 eV Å⁻¹
**SMILES**: CCOCN(CN)S(=O)(=O)F.COP(=O)(OC)OC.COP(=O)(OC)OC.COP(=O)(OC)OC.COP(=O)(OC)OC
**Charge**: 0
**HOMO-LUMO gap**: 5.73 eV

Last column: Mulliken charge in e.
Cartesian coordinates (Å):
C 0.368 7.564 -4.005  -0.81
C 0.942 6.466 -5.126  -0.24
O 0.336 5.137 -4.947  -0.26
C 1.172 4.067 -5.546  -0.64
N 2.379 3.901 -4.650  0.32
C 3.463 3.047 -5.268  -0.58
N 4.750 3.898 -5.256  -0.54
S 1.964 3.411 -3.026  1.01
O 1.863 4.730 -2.165  -0.60
O 0.577 2.719 -2.891  -0.47
F 3.240 2.483 -2.273  -0.28
H 1.225 7.836 -3.220  0.25
H 0.099 8.528 -4.646  0.29
H -0.553 7.129 -3.425  0.20
H 2.107 6.500 -5.023  0.18
H 0.699 6.801 -6.242  0.32
H 0.583 3.061 -5.736  0.25
H 1.552 4.504 -6.585  0.44
H 3.621 2.003 -4.759  0.36
H 3.251 2.823 -6.415  0.32
H 5.589 3.307 -5.444  0.25
H 4.579 4.607 -6.005  0.23
C 2.698 -0.158 -0.196  -0.34
O 1.726 0.147 0.794  -0.50
P 0.483 -1.013 1.113  1.25
O 1.529 -2.110 1.339  -0.51
O 0.027 -0.979 -0.467  -0.32
C -0.724 0.145 -0.881  -0.92
O -0.761 -2.172 1.432  -0.30
C -1.252 -2.103 2.756  -0.80
H 3.687 -0.155 0.269  0.26
H 2.532 -1.125 -0.678  0.31
H 2.666 0.621 -0.960  -0.11
H -0.313 0.512 -1.823  0.25
H -0.684 0.953 -0.143  0.42
H -1.763 -0.152 -1.033  0.35
H -1.714 -1.125 2.922  0.33
H -0.442 -2.256 3.472  0.34
H -2.009 -2.879 2.894  0.25
C -7.483 3.980 0.047  -0.66
O -6.166 3.471 0.205  -0.51
P -5.144 3.383 -1.188  1.28
O -5.391 4.865 -1.493  -0.61
O -6.256 2.450 -1.961  -0.33
C -6.324 1.094 -1.565  -0.73
O -4.122 3.294 -2.581  -0.31
C -2.748 3.393 -2.263  -0.49
H -7.599 4.860 0.685  0.24
H -7.717 4.253 -0.985  0.33
H -8.189 3.214 0.373  0.25
H -7.373 0.822 -1.429  0.24
H -5.792 0.920 -0.624  0.36
H -5.889 0.468 -2.346  0.27
H -2.459 2.546 -1.633  0.12
H -2.543 4.330 -1.740  0.36
H -2.167 3.359 -3.188  0.20
C -0.591 -9.417 -1.427  -0.65
O -0.117 -8.080 -1.500  -0.51
P 0.209 -7.240 -0.023  1.23
O 1.117 -8.379 0.454  -0.60
O -1.337 -7.496 0.479  -0.34
C -2.331 -6.679 -0.106  -0.72
O 0.534 -6.399 1.454  -0.30
C 1.532 -5.407 1.314  -0.58
H 0.116 -10.069 -1.947  0.24
H -0.719 -9.772 -0.402  0.33
H -1.555 -9.468 -1.936  0.25
H -3.173 -7.310 -0.400  0.25
H -1.957 -6.159 -0.994  0.36
H -2.671 -5.944 0.626  0.25
H 1.188 -4.642 0.612  0.23
H 2.463 -5.850 0.954  0.39
H 1.705 -4.941 2.287  0.19
C 1.379 -1.231 8.794  -0.66
O 1.657 -0.422 7.660  -0.50
P 2.525 -1.124 6.339  1.20
O 1.522 -2.280 6.262  -0.60
O 3.767 -1.514 7.345  -0.33
C 4.624 -0.456 7.726  -0.74
O 3.394 -1.826 5.018  -0.32
C 3.087 -1.225 3.776  -0.44
H 0.296 -1.284 8.932  0.24
H 1.779 -2.244 8.707  0.33
H 1.822 -0.757 9.672  0.25
H 4.792 -0.513 8.804  0.24
H 4.190 0.521 7.490  0.36
H 5.578 -0.561 7.207  0.26
H 3.386 -0.173 3.797  0.34
H 2.017 -1.302 3.569  0.08
H 3.646 -1.735 2.988  0.27


Copy entry 1 word for word.
FeN4O12 | the ωB97M-V functional and the def2-TZVPD basis

Results
**E_LUMO (spin up / spin down)**: 1.918 / -0.850 eV
**Largest force on an atom**: 5.9 eV Å⁻¹
**Relative energy (zero: lowest compared OMol25 entry of this formula, charge and spin)**: 1051.5 kJ/mol
**2S+1**: 5
**Charge**: -2
**HOMO-LUMO gap (spin up / spin down)**: 4.36 / 1.59 eV
**⟨S²⟩**: 6.022

Last column: Löwdin spin population.
Cartesian coordinates (Å):
Fe -0.207 -0.771 -1.531  3.00
N -1.117 3.377 1.850  0.00
O -1.374 2.667 0.867  0.00
O -1.997 3.292 2.655  0.00
O -0.016 3.797 2.095  0.00
N -2.992 -4.196 -2.679  0.00
O -3.082 -2.960 -2.904  0.00
O -1.988 -4.390 -2.043  0.00
O -3.853 -5.054 -2.799  0.00
N 0.876 -1.135 4.231  -0.05
O 0.749 -1.336 3.047  0.38
O -0.126 -1.077 4.914  0.33
O 1.948 -0.713 4.646  0.33
N 3.337 2.127 -3.130  0.00
O 3.905 3.155 -3.533  0.00
O 2.425 1.520 -3.664  0.00
O 3.512 1.697 -2.023  0.00


Question: Look up the charge of the third one.
Answer: +1